Entry from the Open Molecules 2025 dataset: an isolated molecule of C23H30N2O3 (ωB97M-V/def2-TZVPD).

```
58
Properties=species:S:1:pos:R:3:forces:R:3:lowdin_charge:R:1
O 1.705072 -2.249700 1.183373 0.19 -0.19 0.40 0.050
O -5.395764 -1.946841 -0.333193 0.07 0.05 0.37 -0.081
O 0.928544 2.987416 -1.359842 0.46 -0.12 -0.25 -0.056
N 0.572304 -0.849500 -0.177252 -0.10 0.18 -0.06 -0.023
N 2.306322 -2.167168 -1.005370 0.03 0.01 -0.32 0.071
C -0.910331 0.611873 -1.461130 0.22 0.04 0.11 -0.092
C -0.149201 1.247057 0.831170 -0.08 -0.14 -0.13 -0.088
C 3.568017 -2.825320 -0.744704 0.18 -0.16 -0.01 -0.176
C 3.959038 0.537330 -0.492120 0.06 0.01 0.01 -0.057
C -5.464027 -1.821243 -1.731213 -0.01 0.03 -0.24 -0.091
C -4.651971 -1.047218 0.370858 0.02 -0.03 0.14 -0.264
C -3.950497 0.013128 -0.189576 -0.17 -0.17 -0.16 0.009
C 4.410726 -0.640687 0.088273 0.22 0.02 -0.07 -0.249
C -3.916237 -0.357940 2.549445 -0.03 -0.06 -0.04 -0.069
C -3.212443 0.880312 0.611329 -0.14 0.13 0.18 -0.231
C -0.973109 1.706889 -0.381566 0.10 0.34 -0.07 -0.410
C -2.448121 2.013005 -0.013547 0.27 -0.08 -0.10 -0.093
C -0.397855 3.046219 -0.902524 -0.58 -0.16 0.19 -0.216
C 4.456190 -0.729171 1.473538 0.05 0.07 -0.07 -0.042
C 1.554548 -1.762208 0.078186 -0.32 -0.10 -0.20 -0.533
C -0.125263 -0.270740 0.955650 -0.02 0.02 0.46 -0.111
C 0.394215 -0.187003 -1.451117 0.09 -0.09 -0.33 -0.145
C 3.591220 1.499904 1.669262 -0.01 0.09 0.05 -0.094
C 4.050084 0.333613 2.258362 0.01 -0.02 0.10 -0.073
C 3.551720 1.604747 0.289780 -0.03 0.13 -0.03 -0.094
C 4.746355 -1.832177 -0.763841 -0.27 -0.12 0.10 -0.129
C -3.217181 0.697330 1.986876 0.02 0.11 -0.07 -0.063
C -4.622835 -1.233320 1.752980 -0.07 -0.09 -0.17 -0.007
H -1.142090 -0.672625 1.019775 0.11 0.01 0.07 0.122
H -4.475507 -1.914874 -2.193620 -0.03 0.02 0.02 0.095
H -1.722247 -0.095070 -1.290156 -0.01 -0.03 -0.11 0.107
H -0.545464 1.684146 1.746153 -0.01 0.08 0.09 0.118
H -2.449040 2.860384 0.675346 -0.02 0.08 -0.01 0.128
H 3.264038 2.326135 2.283649 -0.01 0.07 0.06 0.103
H 4.936745 -1.513939 -1.792372 0.07 0.00 0.02 0.110
H -1.054423 1.049160 -2.453504 -0.06 -0.03 -0.06 0.130
H 1.251578 0.470869 -1.657486 -0.04 -0.07 -0.06 0.105
H 0.334823 -0.941267 -2.246051 0.06 0.11 0.04 0.127
H 4.081870 0.248236 3.334478 0.00 -0.01 0.09 0.104
H -3.987559 0.190615 -1.254048 0.00 -0.01 -0.10 0.108
H 4.797626 -1.642433 1.937267 0.01 -0.13 0.06 0.119
H -5.917259 -0.869916 -2.029853 0.04 -0.03 0.01 0.095
H 3.723645 -3.610389 -1.491050 0.03 0.01 0.13 0.115
H -2.961345 2.326293 -0.926756 -0.04 0.07 0.00 0.126
H -2.678377 1.381141 2.624327 0.08 0.10 0.06 0.110
H 0.878833 1.596126 0.710353 -0.01 -0.02 0.07 0.103
H 0.418681 -0.577884 1.851346 -0.16 0.04 -0.10 0.127
H -1.053605 3.441150 -1.692403 -0.02 -0.01 0.09 0.128
H 5.637554 -2.338149 -0.389732 0.06 -0.01 -0.07 0.116
H 0.950915 2.483287 -2.179751 0.02 0.07 0.02 0.083
H -6.096153 -2.640475 -2.070242 0.05 0.07 -0.03 0.093
H 2.317649 -1.564032 -1.812021 -0.12 0.05 0.06 0.110
H 3.189870 2.508598 -0.179006 -0.03 0.05 -0.02 0.094
H 3.931457 0.625094 -1.571427 0.01 -0.01 -0.09 0.110
H -5.171890 -2.060736 2.172422 -0.07 -0.11 0.06 0.117
H -3.909837 -0.496170 3.619962 -0.01 -0.03 0.10 0.107
H -0.384134 3.767473 -0.081194 -0.10 -0.01 -0.01 0.133
H 3.474146 -3.279321 0.243490 0.06 -0.03 -0.16 0.117
```
Forces are in eV/Å.

The total energy comes out at -33461.4262 eV. The molar mass comes out at 382.5 g/mol. The energy above the lowest of the compared OMol25 structures with the same formula, charge and spin comes out at 0.955 eV. Its largest force on an atom is 0.626 eV Å⁻¹. The calculation puts the LUMO energy at 0.475 eV. The charge is 0. As for the SMILES: COc1cccc(CC2(CO)CCN(C(=O)NCCc3ccccc3)CC2)c1.